[1]
{
  "formula": "C8H18N3",
  "method": "the ωB97M-V functional and the def2-TZVPD basis",
  "multiplicity": 3,
  "s_squared": 2.010,
  "charge": 1,
  "gap_ev": [5.691, 5.345],
  "elements": ["N", "N", "N", "C", "C", "C", "C", "C", "C", "C", "C", "H", "H", "H", "H", "H", "H", "H", "H", "H", "H", "H", "H", "H", "H", "H", "H", "H", "H"],
  "coordinates": [[1.5118, -1.5087, 0.0169], [-0.1736, 1.1620, -0.6886], [-0.6574, -1.0609, 0.9054], [1.0247, 1.7743, -0.0830], [-0.4572, -2.5369, -1.3824], [2.1815, -0.4619, 0.7114], [-1.9865, -0.5668, 0.6727], [2.2732, 0.8766, -0.0532], [-1.9673, 0.9858, 0.8862], [0.1733, -1.5155, -0.0386], [-1.3485, 1.8810, -0.2311], [0.7191, 2.0035, 0.9658], [3.1051, 1.2940, 0.4372], [-0.0717, 0.7878, -1.5993], [1.9147, -2.0900, -0.6822], [-1.5059, 1.1373, 1.9072], [-2.2859, -0.7301, -0.4718], [-1.1984, 2.8562, 0.0197], [3.1818, -0.7340, 0.8730], [-1.4776, -2.9580, -1.1816], [1.1503, 2.6409, -0.7408], [1.5452, -0.2007, 1.4876], [-2.0974, 1.9955, -1.0275], [2.5664, 0.7026, -1.1048], [-2.6673, -1.0461, 1.3338], [-3.0197, 1.2870, 1.0983], [0.2711, -3.3009, -1.4099], [-0.2081, -0.7118, 1.6830], [-0.4955, -1.9621, -2.3032]],
  "forces_ev_per_angstrom": [[0.74, -0.65, 0.98], [0.72, 2.29, 2.04], [-1.69, 0.18, 0.01], [0.29, -1.26, 0.76], [-0.30, 2.41, 3.43], [-0.63, 0.72, -3.28], [0.70, 1.89, -3.53], [-0.80, -0.73, -1.83], [-1.62, -0.11, 2.29], [-2.68, -3.15, -7.15], [-2.23, -4.48, -1.56], [0.29, 0.41, -0.88], [0.79, 1.61, 0.37], [-0.20, -0.82, -1.01], [0.85, 0.00, -0.12], [0.04, 0.19, -1.13], [0.60, -0.15, 2.59], [1.24, 2.51, 1.40], [1.08, -0.54, 1.14], [1.07, 0.41, 0.07], [0.40, 0.41, 0.57], [-0.22, 0.06, 2.57], [0.21, -0.66, -0.10], [0.12, -0.08, 0.38], [-0.80, -0.21, 0.44], [0.60, 0.15, -0.48], [0.62, -1.06, -0.37], [0.63, 0.61, 2.39], [0.18, 0.04, 0.00]]
}



[2]
{
  "formula": "C13H21N4O2",
  "method": "the ωB97M-V functional and the def2-TZVPD basis",
  "charge": 1,
  "gap_ev": 7.659,
  "elements": ["O", "O", "N", "N", "N", "N", "C", "C", "C", "C", "C", "C", "C", "C", "C", "C", "C", "C", "C", "H", "H", "H", "H", "H", "H", "H", "H", "H", "H", "H", "H", "H", "H", "H", "H", "H", "H", "H", "H", "H"],
  "coordinates": [[-2.9672, 1.6915, -0.5202], [4.5461, -1.0916, 0.2028], [-6.9404, 0.7441, 1.3150], [-6.0043, 1.3493, -0.7893], [-7.2171, 0.8079, -1.0949], [-4.7143, 1.8457, 1.2095], [1.1403, 0.2206, 0.9058], [3.9633, -3.1000, -1.0944], [-7.7921, 0.4585, 0.1716], [6.9665, -1.2509, -0.2166], [-0.4737, 2.2777, 0.1773], [-0.0303, -0.7552, 0.5845], [-3.5748, 2.5010, 0.5059], [-5.8118, 1.3454, 0.6296], [5.7920, -1.5739, 0.6914], [0.8873, 1.7331, 0.6727], [-1.6482, 1.3116, -0.0986], [4.1284, -1.5901, -1.0630], [-1.3853, -0.2038, 0.0974], [3.2433, -3.4214, -0.3365], [3.1616, -1.1255, -1.2784], [7.8991, -1.6118, 0.2240], [7.0444, -0.1699, -0.3709], [-0.6324, 3.4026, 0.0292], [0.1277, -1.8858, 0.7174], [-5.3494, 1.6894, -1.5042], [-7.5461, 0.7104, -2.0614], [5.7309, -2.6488, 0.8881], [4.8137, -1.2518, -1.8468], [5.9536, -1.0930, 1.6591], [3.6064, -3.4226, -2.0751], [6.8612, -1.7127, -1.1997], [4.9025, -3.6186, -0.8926], [-4.6634, 1.7640, 2.2421], [-2.8591, 2.8749, 1.3114], [-3.9714, 3.4506, -0.0241], [-8.8382, -0.0021, 0.1565], [-2.2123, -0.9554, -0.1189], [1.7163, 2.4773, 0.8949], [2.1475, -0.1706, 1.2994]],
  "forces_ev_per_angstrom": [[1.28, 0.60, 2.16], [-0.26, 0.16, 0.10], [-0.27, 0.69, -6.55], [1.19, 0.45, 2.48], [-1.03, -0.68, 4.32], [0.12, -0.35, 0.39], [-3.57, 1.28, -1.38], [0.05, -0.09, 0.09], [2.08, 0.78, -0.11], [-0.03, 0.09, -0.15], [-0.13, -2.90, 0.34], [-0.06, 3.58, -0.30], [-0.52, 1.89, -0.51], [-2.19, -1.06, -1.56], [0.16, -0.01, -0.04], [-2.38, -2.31, -0.38], [4.25, -2.73, 1.22], [0.04, -0.09, 0.00], [2.19, 1.74, 0.62], [0.02, 0.03, -0.07], [0.11, 0.10, 0.20], [-0.09, 0.04, -0.01], [0.01, -0.12, 0.07], [0.39, -1.86, 0.24], [-0.41, 2.03, -0.26], [-0.40, -0.37, 0.53], [0.11, 0.02, 0.77], [0.03, -0.03, -0.07], [0.03, -0.07, 0.00], [-0.22, 0.04, -0.09], [0.01, 0.04, 0.06], [0.06, -0.07, 0.05], [-0.03, 0.01, -0.10], [-0.12, -0.05, -1.16], [-0.85, -0.89, -1.17], [0.41, -1.53, 0.76], [1.86, 0.74, 0.41], [1.17, 1.26, 0.29], [-1.28, -1.12, -0.39], [-1.75, 0.75, -0.82]]
}



[3]
{
  "formula": "C3H7NS2",
  "method": "the ωB97M-V functional and the def2-TZVPD basis",
  "smiles": "NC1[C@@H](S)[C@@H]1S",
  "gap_ev": 9.386,
  "elements": ["S", "S", "N", "C", "C", "C", "H", "H", "H", "H", "H", "H", "H"],
  "coordinates": [[2.3482, -0.5841, -0.0117], [-2.1870, -0.7424, -0.1813], [-0.5456, 2.0922, -0.2144], [0.0356, 0.9278, 0.5567], [-0.4845, -0.4501, 0.4682], [0.7291, -0.0246, -0.4110], [-2.4878, -1.8883, 0.4609], [-0.0992, 3.0303, -0.0058], [0.5032, 1.1843, 1.4788], [0.4228, 0.1922, -1.4583], [-1.5530, 2.1964, 0.0001], [2.9319, 0.2452, -0.8395], [-0.1579, -1.1001, 1.2689]],
  "forces_ev_per_angstrom": [[-0.03, -1.10, 0.21], [0.83, 0.05, 0.12], [-0.73, 0.06, 1.25], [0.08, 2.13, -1.97], [-0.02, -0.27, -1.05], [-2.01, 0.29, 0.40], [0.33, 0.20, -0.02], [-0.51, -1.90, -0.04], [0.53, 0.12, 0.49], [0.65, -0.22, 0.86], [0.80, 0.00, -0.07], [0.55, 0.57, -0.42], [-0.47, 0.07, 0.24]]
}



[4]
{
  "formula": "C4H5N3",
  "method": "the ωB97M-V functional and the def2-TZVPD basis",
  "smiles": "N#C[C@H]1CN=CN1",
  "gap_ev": 10.173,
  "elements": ["N", "N", "N", "C", "C", "C", "C", "H", "H", "H", "H", "H"],
  "coordinates": [[-0.6222, 0.4239, 2.8343], [0.9751, 0.5054, -1.3915], [0.4675, -0.9300, 0.2976], [-0.7429, -0.1022, 0.2796], [-0.7938, 0.4947, 1.6854], [-0.4601, 0.6403, -1.1148], [1.4138, -0.3366, -0.5451], [-0.7407, 1.6833, -1.0534], [0.7144, -1.2325, 1.2240], [-1.6608, -0.6998, 0.2317], [2.4612, -0.6397, -0.4798], [-1.0114, 0.1934, -1.9680]],
  "forces_ev_per_angstrom": [[-0.52, 0.69, -1.45], [-0.12, -0.12, 0.72], [-0.14, -0.07, 0.01], [0.34, -0.26, -0.55], [0.59, -0.53, 0.29], [-0.34, 0.26, 0.52], [-0.20, -0.07, -0.01], [-0.02, 0.26, -0.12], [0.47, -0.19, -0.03], [0.25, 0.05, -0.16], [-0.35, -0.01, -0.03], [0.03, -0.01, 0.80]]
}



Record order is preserved below.
Energy above the lowest of the compared OMol25 structures with the same formula, charge and spin: 0.0, 490.7, 169.2, 173.7 kJ/mol
Record order is preserved below.
Calculated total energy: -479.4320, -877.0126, -969.5729, -319.6461 Eh